Computed, not measured: a 12-piece molecular cluster, C48H93BrClN15O2 overall at a distorted geometry, with wB97M-V/def2-TZVPD.

Summary:
Total charge   +6
Frontier orbital gap   0.857 eV

Positions of all 160 atoms, in Å:
C (-8.7510, -1.1227, -12.9970)
C (-8.1976, -0.2205, -11.9020)
N (-9.1770, 0.0821, -10.8455)
C (-10.2792, 0.8873, -11.0240)
C (-11.0170, 0.7294, -9.8979)
N (-10.2963, -0.1009, -9.0327)
C (-9.1626, -0.4551, -9.6243)
C (-10.7064, -0.5859, -7.7225)
H (-9.6599, -0.7499, -13.4506)
H (-8.9363, -2.1742, -12.7172)
H (-8.0377, -1.2090, -13.8303)
H (-7.9484, 0.7701, -12.3521)
H (-7.3401, -0.7179, -11.4084)
H (-10.5339, 1.4938, -11.9167)
H (-11.9666, 1.1722, -9.5953)
H (-8.5088, -1.2270, -9.3390)
H (-9.8974, -0.6013, -6.9848)
H (-11.2276, -1.5658, -7.8759)
H (-11.5357, 0.1248, -7.5186)
C (15.9832, -3.5570, -7.2629)
C (17.2651, -2.7237, -7.7295)
N (17.2250, -1.3692, -7.2133)
C (16.5212, -0.3456, -7.6389)
C (16.5397, 0.6381, -6.6970)
N (17.3936, 0.2593, -5.7041)
C (17.7299, -0.9868, -6.0081)
C (17.7113, 0.9937, -4.4488)
H (15.7884, -3.2480, -6.2214)
H (16.0914, -4.6262, -7.1818)
H (15.0554, -3.4230, -7.8547)
H (17.3261, -2.6844, -8.7980)
H (18.2114, -3.1804, -7.3850)
H (15.9896, -0.2759, -8.5552)
H (16.1050, 1.6337, -6.7114)
H (18.4485, -1.6771, -5.5510)
H (17.8557, 0.2418, -3.6465)
H (16.9691, 1.6475, -4.0790)
H (18.6785, 1.4206, -4.7289)
C (-0.3442, -8.6075, 7.1085)
C (0.4619, -8.9444, 5.8984)
N (1.9170, -8.6559, 6.2800)
C (2.7223, -9.4660, 7.0556)
C (3.8388, -8.7404, 7.4402)
N (3.6610, -7.4858, 6.8857)
C (2.5483, -7.5063, 6.1404)
C (4.5898, -6.3714, 6.9871)
H (-1.4553, -8.5885, 6.8355)
H (-0.0027, -7.6572, 7.5923)
H (-0.3906, -9.3600, 7.8689)
H (0.1851, -8.2973, 5.0720)
H (0.3518, -9.9913, 5.6280)
H (2.3292, -10.4265, 7.3208)
H (4.6615, -8.9140, 8.1386)
H (2.1027, -6.6570, 5.6711)
H (4.2863, -5.4159, 6.5606)
H (5.4552, -6.7611, 6.4612)
H (4.8006, -6.1579, 8.0497)
C (-14.2916, 7.7322, 5.0648)
C (-14.2784, 8.3395, 3.6710)
N (-13.2659, 7.6860, 2.7109)
C (-11.9991, 8.1079, 2.3795)
C (-11.4673, 7.2099, 1.4551)
N (-12.4356, 6.2601, 1.2428)
C (-13.5418, 6.5943, 2.0239)
C (-12.2099, 5.0698, 0.3343)
H (-14.3108, 6.6868, 5.0512)
H (-15.1237, 8.0381, 5.7004)
H (-13.3904, 8.1033, 5.6267)
H (-13.9450, 9.3606, 3.7622)
H (-15.2638, 8.2318, 3.2184)
H (-11.5324, 9.0335, 2.7232)
H (-10.5582, 7.2229, 0.8647)
H (-14.3807, 5.9738, 2.3027)
H (-12.3706, 4.1243, 0.9343)
H (-11.1565, 5.1113, -0.0069)
H (-12.7951, 5.1671, -0.5636)
C (-13.6721, -8.1718, 5.9011)
C (-13.6631, -7.4494, 7.2993)
N (-14.1691, -6.0457, 7.2193)
C (-13.9097, -5.1072, 8.2360)
C (-14.3943, -3.9027, 7.8438)
N (-14.8441, -4.0382, 6.6069)
C (-14.6575, -5.3663, 6.1538)
C (-15.3102, -2.8814, 5.8858)
H (-13.1857, -9.0853, 6.1663)
H (-13.1034, -7.7084, 5.0842)
H (-14.6636, -8.3406, 5.5723)
H (-12.6615, -7.3022, 7.6554)
H (-14.2125, -8.0627, 8.0649)
H (-13.5356, -5.4507, 9.1971)
H (-14.3607, -2.9635, 8.3963)
H (-14.9880, -5.7571, 5.2185)
H (-16.3843, -2.7426, 6.0074)
H (-15.0155, -2.9733, 4.8231)
H (-14.8630, -1.9182, 6.1259)
C (-1.6420, -8.2644, -12.6988)
C (-0.7805, -9.2911, -13.3240)
N (5.1418, -9.5907, -11.5733)
C (6.3030, -9.4911, -12.3090)
C (7.3147, -9.9857, -11.6024)
N (6.7150, -10.4677, -10.3911)
C (5.4038, -10.0352, -10.4005)
C (7.4151, -10.6496, -9.1571)
H (-0.9276, -7.4374, -12.3680)
H (-2.2861, -8.6205, -11.8591)
H (-2.3437, -7.9312, -13.5007)
H (-1.1804, -9.9751, -14.1177)
H (0.1925, -9.5131, -12.9483)
H (6.2466, -8.9796, -13.2276)
H (8.3659, -10.1436, -11.8223)
H (4.7149, -10.1206, -9.5446)
H (7.6748, -9.6711, -8.7637)
H (8.3733, -11.1602, -9.1623)
H (6.7161, -11.1126, -8.4757)
C (5.3580, 6.6317, 0.8657)
C (3.8757, 6.4761, 0.9866)
N (3.5248, 5.2625, 0.2697)
C (3.2837, 5.1285, -1.0316)
C (3.6645, 3.7688, -1.4071)
N (3.9923, 3.0654, -0.3357)
C (3.8155, 3.9130, 0.9496)
C (4.1860, 1.5925, -0.1533)
H (5.9831, 5.9675, 1.4612)
H (5.6974, 7.5637, 1.2845)
H (5.7913, 6.5806, -0.1567)
H (3.4980, 7.2433, 0.2388)
H (3.4031, 6.3346, 1.9811)
H (2.9785, 6.0645, -1.5375)
H (3.5031, 3.2707, -2.3619)
H (4.7586, 3.9804, 1.5697)
H (4.6235, 1.2820, -1.0954)
H (3.2046, 1.1873, -0.2640)
H (4.8010, 1.2791, 0.6903)
C (7.0181, 11.5893, 6.2902)
O (7.2203, 11.1856, 7.4254)
C (7.4552, 12.1966, 8.6283)
C (7.3667, 11.4915, 9.9476)
N (8.6042, 10.6987, 10.2876)
H (8.5916, 9.7568, 9.8173)
H (9.3434, 11.1682, 9.8144)
C (9.3023, 10.5232, 11.7275)
C (8.5294, 9.4015, 12.3298)
O (7.1238, 9.6806, 12.4890)
C (6.4109, 8.7894, 13.0380)
H (4.6091, 8.3003, -1.2045)
H (6.7224, 10.8539, 5.5365)
H (7.1965, 12.6981, 6.1444)
H (6.7596, 13.0013, 8.4654)
H (8.4638, 12.5333, 8.6299)
H (6.5422, 10.8833, 10.1727)
H (7.2351, 12.4850, 10.4386)
H (9.2831, 11.4479, 12.1880)
H (10.3377, 10.2798, 11.5113)
H (9.1449, 9.3063, 13.2065)
H (8.6873, 8.4733, 11.7624)
H (5.2718, 8.7120, 13.3229)
H (6.8939, 7.8606, 13.4708)
H (2.3870, -9.2473, -2.2827)
Cl (-1.7278, 0.3993, -1.4776)
Br (2.3511, 3.3318, 2.1153)

***

Computed, not measured: C17H12CeN2O7 as an isolated structure at a distorted geometry, with wB97M-V/def2-TZVPD.

Summary:
Frontier orbital gap (alpha / beta)   5.768 / 5.767 eV

Positions of all 39 atoms, in Å:
Ce (1.5339, -0.3670, 0.6274)
C (-1.0083, -6.0598, -0.1225)
O (-1.0274, -4.7946, -0.8667)
C (-1.7078, -3.7566, -0.2993)
C (-3.0405, -4.0316, -0.0884)
C (-3.9674, -3.0113, 0.1437)
C (-3.5264, -1.7020, 0.1552)
C (-2.1409, -1.3666, -0.0609)
C (-1.8762, 0.0371, -0.1628)
N (-0.7305, 0.6425, 0.0557)
N (-0.5442, 1.9916, -0.0412)
C (0.6413, 2.5283, 0.1845)
O (1.6513, 1.8408, 0.6548)
C (0.9124, 4.0101, -0.1347)
C (-0.1575, 4.9323, -0.2125)
C (0.0494, 6.2838, -0.1013)
C (1.3495, 6.8131, -0.2519)
C (2.4300, 5.8961, -0.1628)
C (2.1987, 4.5359, -0.1253)
C (-1.1443, -2.4102, -0.1668)
O (0.1299, -2.1456, -0.1521)
H (-0.0286, -6.5584, -0.1426)
H (-1.7107, -6.7716, -0.5187)
H (-1.2551, -5.9237, 0.9678)
H (-3.4119, -5.0770, -0.1761)
H (-5.0417, -3.2184, 0.0404)
H (-4.0670, -0.7751, 0.3239)
H (-2.6865, 0.6845, -0.4201)
H (-1.1743, 4.5504, -0.2005)
H (-0.7949, 6.9582, 0.0560)
H (1.5189, 7.8418, -0.4557)
H (3.3841, 6.3207, 0.0491)
H (3.0165, 3.8555, -0.0235)
O (4.0054, -3.0688, -1.0913)
C (3.5206, -2.1460, -0.4444)
O (2.7240, -1.2005, -0.9202)
C (3.8466, -1.9387, 1.0351)
O (4.6733, -2.6542, 1.5771)
O (3.4565, -0.7451, 1.4717)

***

Computed, not measured: a 10-piece molecular cluster, C24H71N3O15 overall at a distorted geometry, with wB97M-V/def2-TZVPD.

Summary:
SMILES   COC[C@H](C)N.COC[C@H](C)N.COC[C@H](C)N.OCCO.OCCO.OCCO.OCCO.OCCO.CO.CO
Frontier orbital gap   9.334 eV

Positions of all 113 atoms, in Å:
C (0.0111, -6.8307, -2.4991)
O (-0.7975, -6.8317, -1.3256)
C (-0.9625, -5.5741, -0.7161)
C (0.2815, -5.0091, -0.1096)
C (0.9056, -5.9646, 0.8796)
N (-0.1352, -3.7887, 0.5913)
H (0.8978, -6.1878, -2.4416)
H (-0.5779, -6.5733, -3.4010)
H (0.3762, -7.8558, -2.6618)
H (-1.3797, -4.8382, -1.4473)
H (-1.7801, -5.7000, 0.0023)
H (0.9593, -4.7808, -0.9517)
H (1.7527, -5.4975, 1.3786)
H (1.2564, -6.8859, 0.3938)
H (0.1364, -6.3008, 1.5766)
H (-0.5910, -3.1366, -0.1080)
H (0.7131, -3.2698, 0.8650)
C (-3.1735, 5.4789, -0.7585)
O (-2.8246, 4.1315, -0.4807)
C (-1.6449, 3.6900, -1.1395)
C (-0.4294, 4.5312, -0.9443)
C (0.6911, 4.0575, -1.8541)
N (-0.0432, 4.4590, 0.4924)
H (-2.4423, 6.1759, -0.3322)
H (-4.1114, 5.6535, -0.2319)
H (-3.3064, 5.6716, -1.8260)
H (-1.4380, 2.6800, -0.7431)
H (-1.8544, 3.4845, -2.2024)
H (-0.6881, 5.5748, -1.2112)
H (0.3809, 4.1309, -2.8980)
H (0.9398, 3.0075, -1.6420)
H (1.5992, 4.6463, -1.7222)
H (-0.7927, 4.9123, 1.0460)
H (0.7774, 5.0403, 0.6876)
C (-0.4146, 0.8554, -7.0178)
O (-0.6853, 0.1641, -5.8500)
C (0.3936, -0.6323, -5.4393)
C (0.0725, -1.2119, -4.0957)
C (1.2631, -1.7165, -3.3941)
N (-1.0111, -2.2727, -4.1596)
H (0.1269, 1.7998, -6.8378)
H (-1.3602, 1.1190, -7.4998)
H (0.1597, 0.2603, -7.7421)
H (0.6402, -1.4559, -6.1525)
H (1.3400, -0.0446, -5.4076)
H (-0.3592, -0.3797, -3.5156)
H (1.9857, -0.9272, -3.1583)
H (1.8003, -2.4139, -4.0652)
H (1.0460, -2.2460, -2.4673)
H (-0.5423, -3.1831, -4.3259)
H (-1.5193, -2.1598, -5.0516)
O (-3.8415, -2.6240, -2.6499)
C (-3.8202, -2.4968, -1.2783)
C (-2.7704, -1.5296, -0.8447)
O (-1.4958, -1.9409, -1.2411)
H (-2.9520, -2.8899, -2.9288)
H (-4.8049, -2.1495, -0.9691)
H (-3.6373, -3.4812, -0.8313)
H (-2.7455, -1.4328, 0.2383)
H (-2.9868, -0.5465, -1.2639)
H (-1.3063, -1.8642, -2.2145)
O (-1.3255, -0.7319, 4.1886)
C (-1.5992, -1.9721, 4.7596)
C (-1.1830, -3.0730, 3.8882)
O (-1.9969, -3.1369, 2.7501)
H (-1.9324, -0.6221, 3.4341)
H (-1.0189, -2.0047, 5.6775)
H (-2.6626, -2.0504, 4.9936)
H (-1.2865, -4.0195, 4.4449)
H (-0.1282, -2.9498, 3.6200)
H (-1.3697, -3.4403, 2.0333)
O (0.2992, 1.2382, 5.4640)
C (1.0080, 2.0393, 4.4728)
C (2.2277, 2.5675, 5.1269)
O (2.9832, 3.3193, 4.2436)
H (-0.2527, 0.5794, 4.9582)
H (1.2621, 1.3990, 3.6261)
H (0.2878, 2.8028, 4.1641)
H (2.8177, 1.7096, 5.4807)
H (1.9732, 3.1730, 5.9937)
H (3.1681, 2.7696, 3.4413)
O (3.6399, 1.8492, 1.8173)
C (4.1255, 2.5124, 0.6345)
C (4.9242, 1.5813, -0.2466)
O (4.1849, 0.4305, -0.6208)
H (2.6845, 1.6281, 1.6093)
H (3.2793, 2.8956, 0.0486)
H (4.7657, 3.3391, 0.9641)
H (5.8374, 1.2465, 0.2557)
H (5.1509, 2.1411, -1.1526)
H (3.8711, 0.0222, 0.1930)
O (-2.6531, 3.2240, 2.1707)
C (-1.8646, 3.8829, 3.1622)
C (-2.3161, 5.2973, 3.4273)
O (-1.7729, 6.0954, 2.3466)
H (-2.5272, 3.7241, 1.2927)
H (-1.8061, 3.2805, 4.0627)
H (-0.8207, 3.9425, 2.7977)
H (-1.8983, 5.6434, 4.3894)
H (-3.4091, 5.3371, 3.4495)
H (-2.1901, 6.9579, 2.3376)
C (0.1352, 0.7660, 0.9790)
O (0.9313, 1.8962, 1.3662)
H (-0.9173, 0.9217, 1.2570)
H (0.1138, 0.6515, -0.1195)
H (0.5391, -0.1258, 1.4406)
H (0.4550, 2.7409, 1.0163)
C (3.5612, -2.9254, -0.2428)
O (2.8976, -2.5627, 0.9218)
H (4.6383, -3.0019, -0.1007)
H (3.1121, -3.8408, -0.6197)
H (3.4085, -2.1982, -1.0627)
H (3.3677, -1.8500, 1.3628)

***

Computed, not measured: a 3-piece molecular cluster, C19H36BBrIO9S2 overall at a distorted geometry, with wB97M-V/def2-TZVPD.

Summary:
Total charge   -1
Frontier orbital gap   6.636 eV

Positions of all 69 atoms, in Å:
C (5.6395, 0.7755, -1.9438)
C (5.1037, 1.8820, -2.9826)
C (3.5184, 1.8038, -3.2292)
O (3.1544, 0.8411, -4.2441)
C (1.8154, 1.0274, -4.6826)
Br (1.3821, 2.6873, -5.7500)
C (1.3840, -0.1629, -5.6985)
O (0.2268, -0.7909, -5.1288)
B (-0.3362, 0.0069, -3.9909)
C (-1.7430, 0.5595, -4.6170)
C (-2.7343, 1.2543, -3.5680)
O (-2.1053, 1.6815, -2.3349)
C (-1.7049, 3.0720, -2.5062)
C (-1.3734, 3.6303, -1.0289)
C (-0.3352, -1.0904, -2.7628)
C (-1.7306, -1.7605, -2.4276)
O (-2.5777, -2.1696, -3.2267)
I (-2.1672, -2.0325, -0.2678)
O (0.7684, 0.9599, -3.7248)
H (5.7867, -0.2449, -2.4387)
H (6.6836, 1.1201, -1.6044)
H (4.9829, 0.7249, -1.0111)
H (5.3615, 2.9045, -2.5204)
H (5.6972, 1.8112, -3.9655)
H (2.9929, 1.5954, -2.2373)
H (3.2065, 2.8657, -3.5549)
H (2.1779, -0.9140, -6.0380)
H (0.9910, 0.3465, -6.6430)
H (-1.4548, 1.3740, -5.3862)
H (-2.2481, -0.2680, -5.2326)
H (-3.3434, 2.0711, -4.0923)
H (-3.5064, 0.4501, -3.2686)
H (-2.5065, 3.7236, -2.9808)
H (-0.7299, 3.0435, -3.1069)
H (-1.3130, 2.7363, -0.3209)
H (-2.2386, 4.2906, -0.6802)
H (-0.3876, 4.1939, -1.0935)
H (0.3673, -1.9512, -3.0709)
H (0.1334, -0.6342, -1.8257)
C (1.7407, -2.7969, 3.1831)
C (0.7064, -1.8392, 2.5888)
C (1.2631, -0.4205, 2.7262)
S (3.0457, -0.5779, 2.7116)
O (3.5550, -0.1781, 4.0047)
O (3.5640, -0.0306, 1.4778)
C (3.0846, -2.3594, 2.6143)
H (1.5196, -3.8369, 2.9348)
H (1.7470, -2.7030, 4.2741)
H (0.5569, -2.0753, 1.5309)
H (-0.2601, -1.9321, 3.0834)
H (0.9500, 0.2168, 1.8985)
H (0.9722, 0.0329, 3.6756)
H (3.9353, -2.7438, 3.1765)
H (3.1744, -2.6339, 1.5611)
C (-4.4920, -1.2997, 6.6453)
C (-4.7370, -0.3176, 5.4975)
C (-3.4087, -0.1320, 4.7609)
S (-2.4891, -1.6489, 4.9978)
O (-1.3164, -1.3578, 5.7903)
O (-2.4127, -2.3603, 3.7427)
C (-3.6944, -2.4489, 6.0427)
H (-5.4275, -1.6491, 7.0867)
H (-3.9086, -0.8105, 7.4319)
H (-5.4822, -0.7356, 4.8134)
H (-5.1238, 0.6377, 5.8586)
H (-3.5595, 0.0358, 3.6941)
H (-2.8257, 0.6859, 5.1871)
H (-3.1904, -3.0611, 6.7900)
H (-4.3244, -3.0742, 5.4066)

***

Computed, not measured: an isolated molecule of C5H5NO, with wB97M-V/def2-TZVPD.

Summary:
SMILES   C#CC(=O)[C@H]1CN1
Frontier orbital gap   10.076 eV
ΔE to the lowest compared entry with this formula, charge and spin   3.275 eV

Positions of all 12 atoms, in Å:
C (2.1959, -1.3027, 0.1735)
C (1.4871, -0.3484, 0.3788)
C (0.6929, 0.8726, 0.5592)
O (1.1124, 1.7916, 1.2289)
C (-0.6471, 0.9395, -0.1179)
C (-1.1915, -0.2332, -0.8445)
N (-1.7429, 0.1411, 0.4469)
H (2.8345, -2.1425, -0.0045)
H (-0.9182, 1.9534, -0.4093)
H (-0.5658, -1.1220, -0.9033)
H (-1.8522, -0.0753, -1.6936)
H (-1.4051, -0.4740, 1.1859)

***

Computed, not measured: C10H16Cl3NO4Pt as an isolated structure at a distorted geometry, with wB97M-V/def2-TZVPD.

Summary:
<S²>   6.04
Total charge   -2
Multiplicity   5
Frontier orbital gap (alpha / beta)   6.842 / 5.438 eV

Positions of all 35 atoms, in Å:
C (-0.9069, -0.7602, -0.7366)
C (-0.4150, 0.2590, -1.6751)
C (-0.6642, 1.5360, -1.0439)
C (-0.1662, 0.0608, -3.1086)
C (-1.2151, 1.3154, 0.2389)
C (-1.3310, -0.1143, 0.4656)
C (-1.7041, -0.8119, 1.6949)
C (-1.0067, -2.1860, -1.0500)
C (-0.4632, 2.8331, -1.7233)
C (-1.6400, 2.3717, 1.1978)
Pt (2.1715, 0.1083, -0.7699)
Cl (3.0114, 1.5766, -2.4066)
Cl (2.3689, -1.9337, -1.7870)
Cl (1.8718, 1.5416, 0.9073)
H (-0.3316, -1.0007, -3.4012)
H (0.8370, 0.3296, -3.3855)
H (-0.8859, 0.6538, -3.6824)
H (0.5328, 2.8974, -2.1912)
H (-0.5493, 3.6564, -1.0196)
H (-1.2232, 2.9493, -2.4811)
H (-0.8442, 3.1048, 1.3547)
H (-1.9051, 1.9303, 2.1615)
H (-2.5215, 2.8910, 0.8138)
H (-2.1028, -0.1515, 2.3976)
H (-0.7954, -1.3824, 2.1047)
H (-2.4194, -1.5483, 1.4756)
H (-0.2249, -2.5170, -1.7101)
H (-2.0287, -2.3362, -1.6489)
H (-1.0665, -2.8119, -0.1662)
O (-0.1880, -2.6717, 2.5676)
H (0.8008, -2.5664, 2.6565)
O (3.0725, -2.7242, 2.9158)
N (3.7590, -1.7918, 3.4916)
O (4.7775, -2.1089, 4.1279)
O (3.3957, -0.5980, 3.4154)